1.
Here is a single C2H8OP2 molecule in a non-equilibrium geometry from the OMol25 dataset. Energies are from ωB97M-V/def2-TZVPD.

Output
HOMO	-7.47	eV
maximum force	3.348	eV/A
energy above the lowest of the compared OMol25 structures with the same formula, charge and spin	0.596	eV
E_LUMO	0.0276	Eh
total charge	0
E	-22826.63967	eV
SMILES	C[P@H](=P)CO

Last column: Mulliken charge in e.
CARTESIAN COORDINATES (ANGSTROEM)
C (0.34, -0.09, -1.41)  -0.944
C (-1.05, 0.04, 0.97)  -0.697
O (-0.83, -1.41, 0.94)  -0.512
P (1.95, 0.56, 1.53)  -0.072
P (0.39, 0.68, 0.17)  0.274
H (-0.72, -0.04, -1.65)  0.322
H (1.00, 0.43, -2.19)  0.340
H (0.66, -1.10, -1.47)  0.304
H (-1.20, 0.39, 2.04)  0.317
H (-1.93, 0.18, 0.37)  0.337
H (-0.20, -1.60, 1.59)  0.369
H (0.98, 0.32, 2.37)  -0.106
H (-0.10, 1.92, -0.23)  0.066


2.
Here is 2 unconnected molecules or ions with the total composition C2H8OS2 in a non-equilibrium geometry from the OMol25 dataset. Energies are from ωB97M-V/def2-TZVPD.

Output
HOMO	-8.52	eV
maximum force	2.085	eV/A
energy above the lowest of the compared OMol25 structures with the same formula, charge and spin	1.122	eV
E_LUMO	0.0124	Eh
total charge	0
E	-25920.81300	eV
SMILES	CCO.SS

Last column: Mulliken charge in e.
CARTESIAN COORDINATES (ANGSTROEM)
S (-1.90, -0.29, 1.62)  -0.187
S (-0.64, 0.54, 3.09)  -0.205
H (-1.28, 0.66, 0.88)  0.203
H (-1.57, 0.43, 4.09)  0.164
C (0.89, 0.19, -0.79)  -0.254
O (-0.16, 1.17, -0.93)  -0.539
C (0.44, -1.14, -1.35)  -0.930
H (1.27, 0.24, 0.23)  0.314
H (1.72, 0.56, -1.43)  0.284
H (0.18, 2.05, -0.87)  0.280
H (0.87, -1.26, -2.35)  0.321
H (-0.63, -1.22, -1.50)  0.288
H (0.82, -1.92, -0.68)  0.262


3.
Here is 2 unconnected molecules or ions with the total composition C2H8OS2 in a non-equilibrium geometry from the OMol25 dataset. Energies are from ωB97M-V/def2-TZVPD.

Output
HOMO	-8.63	eV
maximum force	2.883	eV/A
energy above the lowest of the compared OMol25 structures with the same formula, charge and spin	1.974	eV
E_LUMO	-0.0324	Eh
total charge	0
E	-25919.96195	eV
SMILES	CCSS.O

Last column: Mulliken charge in e.
CARTESIAN COORDINATES (ANGSTROEM)
C (1.55, -1.62, 1.57)  -1.103
C (1.27, -1.29, 0.14)  -0.312
S (-0.43, -0.34, 0.31)  -0.202
S (-2.13, 0.63, -0.54)  -0.197
H (0.75, -1.77, 2.30)  0.367
H (2.14, -0.81, 2.00)  0.323
H (2.21, -2.49, 1.54)  0.308
H (0.91, -2.11, -0.47)  0.281
H (2.00, -0.71, -0.41)  0.398
H (-2.56, -0.35, -1.37)  0.142
H (1.97, 2.24, -1.75)  0.317
H (1.29, 1.55, -0.55)  0.300
O (2.01, 2.15, -0.80)  -0.622


4.
Here is 2 unconnected molecules or ions with the total composition C2H8OS2Si in a non-equilibrium geometry from the OMol25 dataset. Energies are from ωB97M-V/def2-TZVPD.

Output
HOMO (spin up / spin down)	-6.91 / -6.91	eV
maximum force	2.836	eV/A
energy above the lowest of the compared OMol25 structures with the same formula, charge and spin	3.343	eV
E_LUMO (spin up / spin down)	-0.0350 / -0.0350	Eh
total charge	0
E	-33797.04150	eV

Last column: Mulliken charge in e.
CARTESIAN COORDINATES (ANGSTROEM)
C (-0.63, -0.75, -1.62)  -0.971
C (-1.96, 1.02, 1.16)  -0.937
O (0.65, 1.11, 0.21)  -0.185
Si (-0.66, 0.28, -0.11)  0.571
S (2.24, 1.52, -0.06)  -0.353
S (2.81, -1.74, 0.42)  -0.386
H (-0.76, -0.44, -2.61)  0.388
H (0.35, -1.24, -1.53)  0.259
H (-1.31, -1.57, -1.57)  0.372
H (-1.38, 1.19, 2.15)  0.265
H (-2.34, 1.97, 0.79)  0.315
H (-2.87, 0.42, 1.17)  0.351
H (2.31, -1.16, 1.53)  0.144
H (3.57, -0.62, 0.06)  0.165


5.
Here is 2 unconnected molecules or ions with the total composition C2H8S in a non-equilibrium geometry from the OMol25 dataset. Energies are from ωB97M-V/def2-TZVPD.

Output
HOMO	-9.02	eV
maximum force	2.761	eV/A
energy above the lowest of the compared OMol25 structures with the same formula, charge and spin	0.332	eV
E_LUMO	0.0330	Eh
total charge	0
E	-13038.42913	eV
SMILES	CS.C

Last column: Mulliken charge in e.
CARTESIAN COORDINATES (ANGSTROEM)
C (-1.85, -2.46, 0.61)  -0.926
H (-1.51, -2.26, -0.39)  0.228
H (-0.99, -2.50, 1.27)  0.216
H (-2.36, -3.46, 0.75)  0.275
H (-2.66, -1.71, 0.93)  0.211
C (0.79, 0.56, 0.81)  -0.715
S (0.75, 1.20, -0.85)  -0.187
H (1.42, 1.18, 1.36)  0.302
H (-0.18, 0.57, 1.34)  0.264
H (1.24, -0.49, 0.83)  0.231
H (-0.54, 0.88, -1.07)  0.101


6.
Here is 2 unconnected molecules or ions with the total composition C2H8S2 from the OMol25 dataset. Energies are from ωB97M-V/def2-TZVPD.

Output
HOMO	-8.88	eV
maximum force	0.479	eV/A
energy above the lowest of the compared OMol25 structures with the same formula, charge and spin	0.158	eV
E_LUMO	0.0264	Eh
total charge	0
E	-23873.98843	eV
SMILES	CCS.S

Last column: Mulliken charge in e.
CARTESIAN COORDINATES (ANGSTROEM)
S (-1.73, -1.47, 1.93)  -0.340
H (-2.31, -2.25, 1.02)  0.161
H (-0.71, -2.34, 2.15)  0.160
C (1.20, 0.86, 0.03)  -1.062
C (0.05, 1.12, -0.93)  -0.303
S (-0.45, -0.35, -1.89)  -0.219
H (2.05, 0.43, -0.50)  0.335
H (0.90, 0.16, 0.81)  0.250
H (1.52, 1.79, 0.49)  0.328
H (-0.83, 1.48, -0.41)  0.303
H (0.35, 1.85, -1.68)  0.304
H (-0.03, -1.28, -1.02)  0.084


7.
Here is 2 unconnected molecules or ions with the total composition C2H8S2 from the OMol25 dataset. Energies are from ωB97M-V/def2-TZVPD.

Output
HOMO	-9.18	eV
maximum force	0.433	eV/A
energy above the lowest of the compared OMol25 structures with the same formula, charge and spin	0.378	eV
E_LUMO	0.0236	Eh
total charge	0
E	-23873.76921	eV
SMILES	CS.CS

Last column: Mulliken charge in e.
CARTESIAN COORDINATES (ANGSTROEM)
C (-2.55, 0.22, 0.38)  -0.698
S (-1.98, 1.75, 1.18)  -0.177
H (-3.57, 0.32, 0.00)  0.299
H (-1.89, 0.00, -0.45)  0.212
H (-2.56, -0.59, 1.11)  0.272
H (-0.78, 1.22, 1.48)  0.094
C (2.60, -0.29, -0.39)  -0.727
S (1.77, -1.30, -1.65)  -0.135
H (2.27, 0.74, -0.45)  0.269
H (2.46, -0.68, 0.61)  0.272
H (3.66, -0.35, -0.61)  0.276
H (0.55, -1.03, -1.21)  0.044


8.
Here is 2 unconnected molecules or ions with the total composition C2H8S2 from the OMol25 dataset. Energies are from ωB97M-V/def2-TZVPD.

Output
HOMO (spin up / spin down)	-12.41 / -12.40	eV
⟨S²⟩	0.753
spin multiplicity	2
maximum force	0.838	eV/A
energy above the lowest of the compared OMol25 structures with the same formula, charge and spin	0.730	eV
E_LUMO (spin up / spin down)	-0.1556 / -0.3408	Eh
total charge	+1
E	-23864.73280	eV

Last column: Mulliken charge in e.
CARTESIAN COORDINATES (ANGSTROEM)
S (-4.64, 0.19, -0.15)  -0.279
H (-4.10, 0.30, 1.06)  0.125
H (-4.27, -1.09, -0.28)  0.157
C (1.53, -0.79, -0.80)  -1.092
C (1.69, 0.32, 0.25)  -0.330
S (0.16, 1.05, 0.69)  0.275
H (0.66, -1.41, -0.60)  0.377
H (1.41, -0.33, -1.77)  0.354
H (2.44, -1.38, -0.83)  0.321
H (2.40, 1.08, -0.09)  0.390
H (2.12, -0.06, 1.20)  0.404
H (0.61, 2.15, 1.34)  0.298


9.
Here is 2 unconnected molecules or ions with the total composition C2H8S2 from the OMol25 dataset. Energies are from ωB97M-V/def2-TZVPD.

Output
HOMO (spin up / spin down)	-12.98 / -12.97	eV
⟨S²⟩	0.753
spin multiplicity	2
maximum force	0.323	eV/A
energy above the lowest of the compared OMol25 structures with the same formula, charge and spin	0.000	eV
E_LUMO (spin up / spin down)	-0.1190 / -0.3105	Eh
total charge	+1
E	-23865.46326	eV

Last column: Mulliken charge in e.
CARTESIAN COORDINATES (ANGSTROEM)
S (1.38, -3.06, -0.14)  -0.354
H (0.53, -3.64, 0.72)  0.178
H (2.45, -3.46, 0.55)  0.194
C (-0.75, 2.38, 0.39)  -0.780
S (-1.35, 1.27, -0.86)  0.417
C (-0.27, -0.11, -0.67)  -0.926
H (0.25, 2.69, 0.08)  0.358
H (-0.71, 1.85, 1.33)  0.343
H (-1.42, 3.23, 0.44)  0.339
H (-0.48, -0.84, -1.44)  0.407
H (0.77, 0.22, -0.73)  0.423
H (-0.42, -0.53, 0.33)  0.401


10.
Here is 2 unconnected molecules or ions with the total composition C2H8S3 in a non-equilibrium geometry from the OMol25 dataset. Energies are from ωB97M-V/def2-TZVPD.

Output
HOMO (spin up / spin down)	-14.06 / -12.46	eV
⟨S²⟩	0.755
spin multiplicity	2
maximum force	1.888	eV/A
energy above the lowest of the compared OMol25 structures with the same formula, charge and spin	0.604	eV
E_LUMO (spin up / spin down)	-0.1182 / -0.3321	Eh
total charge	+1
E	-34699.99417	eV

Last column: Mulliken charge in e.
CARTESIAN COORDINATES (ANGSTROEM)
C (-2.48, -0.35, 1.33)  -0.567
S (-2.95, -1.34, -0.11)  0.120
H (-2.32, -0.97, 2.22)  0.342
H (-1.61, 0.31, 1.21)  0.143
H (-3.34, 0.28, 1.54)  0.310
H (-1.77, -1.95, -0.22)  0.185
C (2.35, 0.33, -1.79)  -0.779
S (0.97, 0.14, -0.52)  0.170
S (1.38, 1.65, 0.70)  -0.144
H (2.63, -0.73, -1.77)  0.292
H (3.10, 1.03, -1.46)  0.378
H (1.91, 0.58, -2.75)  0.314
H (2.14, 1.01, 1.60)  0.237